Record 1
Density functional theory data (ωB97M-V with the def2-TZVPD basis set) for C36H53CuGeN5OSSi3Te as an isolated structure at a distorted geometry.

Computed properties:
HOMO level: -9.477 eV
Frontier orbital gap: 0.2353 hartree
Total energy: -190603.617 eV
Molar mass: 951.9 g mol⁻¹
Max |F|: 1.099 eV/Å

The geometry in ORCA input format:
```
! RIJCOSX wB97M-V def2-TZVPD def2/J DEFGRID3
* xyz 1 1
Cu 0.70940 -0.97219 -0.35064
N 4.83170 -2.13469 0.08826
C 5.76110 -1.09989 0.24436
C 7.10590 -1.35659 0.04796
C 8.03550 -0.33729 0.19676
C 7.62460 0.93071 0.55066
C 6.27290 1.19831 0.73866
C 5.34860 0.18661 0.58356
S 3.60810 0.53571 0.82546
N 2.84820 -0.89729 0.43186
C 3.47890 -1.98779 0.16756
C 2.65420 -3.18749 -0.01024
C 3.16240 -4.46959 0.19366
C 2.31390 -5.55679 0.08056
C 0.97610 -5.33389 -0.20874
C 0.54800 -4.02789 -0.37454
N 1.36020 -2.98329 -0.29384
H 5.20860 -3.01299 -0.23294
H 7.42600 -2.35359 -0.21664
H 9.07890 -0.54649 0.03216
H 8.34850 1.71851 0.68146
H 5.94320 2.19341 0.99606
H 4.19340 -4.62609 0.46686
H 2.68280 -6.55799 0.23846
H 0.27750 -6.14899 -0.29424
H -0.49740 -3.79609 -0.56484
C 0.58020 5.80741 -0.28734
Si -0.70560 4.39581 -0.41644
C -2.12770 4.77231 0.80486
C -1.36860 4.47441 -2.21364
Ge 0.64210 2.30191 0.16116
Si 1.89360 1.77201 -2.07084
C 2.83960 3.39831 -2.43194
C 3.20640 0.39611 -2.38484
C 0.60290 1.42251 -3.45044
Si 1.03110 2.42351 2.68706
C -0.65160 2.50681 3.58906
C 1.93350 4.09531 2.90766
C 2.06900 1.05051 3.52966
H 0.15180 6.73921 -0.64404
H 1.46180 5.59751 -0.88424
H 0.90500 5.96661 0.73506
H -3.06970 4.92511 0.28656
H -1.92500 5.66421 1.39046
H -2.29950 3.95001 1.49016
H -2.34860 4.93811 -2.21394
H -1.49410 3.50121 -2.67244
H -0.72590 5.06851 -2.85624
H 3.31060 3.79641 -1.53764
H 2.18280 4.16451 -2.82784
H 3.62250 3.22461 -3.16394
H 4.14510 0.60931 -1.88724
H 3.41640 0.34781 -3.44954
H 2.87760 -0.59139 -2.07864
H -0.11530 2.22741 -3.55074
H 0.06200 0.49911 -3.25884
H 1.09740 1.31301 -4.41104
H -1.39220 3.05311 3.01846
H -0.55810 3.00621 4.54816
H -1.05580 1.51921 3.77666
H 1.24080 4.92811 2.84816
H 2.69980 4.24801 2.15386
H 2.41550 4.14271 3.87926
H 1.89130 0.07421 3.08886
H 1.81740 0.98601 4.58416
H 3.13140 1.26061 3.45916
C -6.87230 -6.16419 0.30746
C -5.75000 -5.18719 0.13466
C -5.09440 -5.04279 -1.07934
C -4.08720 -4.10369 -1.25354
C -3.42770 -3.95909 -2.58964
C -3.71580 -3.29029 -0.18304
Te -2.29030 -1.72449 -0.63954
C -4.34430 -3.43909 1.04856
C -3.95370 -2.56389 2.19556
C -5.34980 -4.38139 1.19226
H -7.00710 -6.76759 -0.58574
H -7.80350 -5.63589 0.50906
H -6.68210 -6.82579 1.15036
H -5.38240 -5.66219 -1.91864
H -3.79290 -4.70739 -3.28714
H -2.34480 -4.05799 -2.49664
H -3.62860 -2.96889 -3.00184
H -2.86820 -2.50669 2.27066
H -4.35030 -2.93999 3.13386
H -4.33900 -1.55669 2.03736
H -5.84420 -4.48059 2.14816
N -3.93810 2.00911 -2.43714
C -3.86080 2.36251 -1.12474
O -4.52070 3.26301 -0.64904
C -2.88810 1.58291 -0.32934
C -3.20040 1.34051 1.05366
C -2.47600 0.41791 1.70046
C -1.43230 -0.27919 0.95806
N -0.74230 0.50941 -0.03364
C -1.67770 1.18061 -0.80434
H -4.66940 2.43621 -2.98404
H -3.60260 1.10791 -2.73614
H -4.01060 1.89161 1.50146
H -2.65910 0.13791 2.72346
H -0.73880 -0.83239 1.58886
H -1.34580 1.48491 -1.78454
*
```

***

Record 2
Density functional theory data (ωB97M-V with the def2-TZVPD basis set) for a 3-piece molecular cluster, C36H53F2NO3S overall at a distorted geometry.

Computed properties:
HOMO level: -7.911 eV
Frontier orbital gap: 0.2991 hartree
Total energy: -62092.627 eV
Molar mass: 617.9 g mol⁻¹
ΔE to the lowest compared entry with this formula, charge and spin: 0.0 kJ/mol
Max |F|: 1.455 eV/Å

The geometry in ORCA input format:
```
! RIJCOSX wB97M-V def2-TZVPD def2/J DEFGRID3
* xyz 0 1
C 1.24424 3.63584 2.65447
C 0.21981 2.64301 2.09417
C -0.89047 3.31333 1.28261
C -1.87421 2.29669 0.69574
C -1.34757 1.69075 -0.60871
C -2.37307 0.79975 -1.32467
C -2.15137 -0.71332 -1.32433
C -3.52398 -1.33922 -1.67846
C -3.54165 -2.78301 -2.17645
C -2.96715 -3.84445 -1.23665
C -3.60148 -3.87041 0.15388
O -3.84550 -5.21792 0.53319
C -3.56212 -5.49902 1.88401
C -1.12712 -1.17436 -2.37378
C 0.16143 -0.36809 -2.58093
C 1.03184 -0.96600 -3.70282
C 2.20357 -0.03455 -4.06706
C 1.53712 -2.37800 -3.35981
C 2.34895 -2.40625 -2.04324
C 3.67496 -3.11830 -2.09825
C 4.70167 -2.85066 -1.27373
C 5.52384 -3.96549 -0.68836
C 5.13808 -1.46209 -0.88327
O -1.90538 -1.24216 0.03023
C -0.66908 -1.37057 0.49909
O 0.15233 -2.14408 0.10730
N -0.39986 -0.52981 1.63709
C -0.19811 -1.08973 2.69800
S 0.17771 -1.81654 4.01768
H 1.08882 3.81623 3.71731
H 2.24039 3.19522 2.57289
H 1.27473 4.56460 2.08627
H 0.74337 1.96481 1.41800
H -0.24433 2.05189 2.88501
H -1.41346 4.05461 1.89086
H -0.41697 3.82327 0.43774
H -2.14817 1.53267 1.42612
H -2.77382 2.84683 0.40950
H -1.15525 2.55008 -1.25866
H -0.37607 1.21305 -0.47837
H -2.38615 1.05890 -2.38558
H -3.36106 1.01798 -0.91306
H -4.10287 -1.29482 -0.75188
H -4.00640 -0.67657 -2.39768
H -3.09414 -2.87327 -3.16763
H -4.59457 -3.04945 -2.32144
H -3.17426 -4.82639 -1.66606
H -1.88402 -3.76968 -1.13174
H -2.92156 -3.42667 0.88578
H -4.53264 -3.29184 0.19015
H -2.50137 -5.72894 2.03020
H -4.15447 -6.36385 2.17896
H -3.83281 -4.66897 2.54400
H -1.64740 -1.17672 -3.33408
H -0.84766 -2.19950 -2.14056
H 0.74304 -0.25004 -1.66525
H -0.09821 0.65070 -2.88928
H 0.36178 -1.05684 -4.56502
H 2.25453 0.82560 -3.39823
H 2.10123 0.34934 -5.08242
H 3.15151 -0.57250 -4.03214
H 0.69816 -3.07306 -3.32962
H 2.21236 -2.69572 -4.15877
H 1.79251 -2.98674 -1.31001
H 2.47632 -1.38955 -1.66888
H 3.74689 -3.93674 -2.81377
H 5.18023 -4.14319 0.33169
H 5.42532 -4.87499 -1.28239
H 6.58973 -3.71766 -0.64937
H 6.19099 -1.41939 -1.17665
H 5.10893 -1.25622 0.19093
H 4.61506 -0.68420 -1.43578
F -3.53700 4.94089 -0.59504
C -4.78450 4.99905 -0.08290
C -5.79669 4.31370 -0.72345
C -7.07539 4.37197 -0.18753
C -7.32166 5.10975 0.96216
C -6.28351 5.79068 1.58310
C -4.99795 5.73682 1.06346
H -5.58033 3.75032 -1.62106
H -7.88177 3.83755 -0.67199
H -8.32095 5.15347 1.37355
H -6.47274 6.36865 2.47787
H -4.17144 6.25294 1.53256
F 5.40017 3.45387 2.43896
C 5.85930 2.34900 3.06111
C 5.08111 1.20844 3.06044
C 5.55815 0.07708 3.70567
C 6.79074 0.10482 4.34439
C 7.55534 1.26292 4.32532
C 7.09373 2.39938 3.67649
H 4.11779 1.21185 2.56778
H 4.95914 -0.82380 3.72516
H 7.15463 -0.77576 4.85648
H 8.51592 1.28632 4.82269
H 7.67226 3.31247 3.64673
*
```

***

Record 3
Density functional theory data (ωB97M-V with the def2-TZVPD basis set) for a 2-piece molecular cluster, C36H53F3N4O4SSi overall at a distorted geometry.

Computed properties:
HOMO level: -5.743 eV
Frontier orbital gap: 0.1969 hartree
Total energy: -79201.994 eV
Molar mass: 723.0 g mol⁻¹
Max |F|: 2.884 eV/Å

The geometry in ORCA input format:
```
! RIJCOSX wB97M-V def2-TZVPD def2/J DEFGRID3
* xyz 0 1
C -4.21485 0.11125 0.55300
C -3.00772 0.58176 0.14814
C -1.99312 -0.26613 -0.66190
C -2.76604 -0.73553 -1.87414
C -3.64686 0.08589 -2.58589
C -4.29696 -0.41953 -3.69621
N -4.20878 -1.67070 -4.17788
C -3.36127 -2.42920 -3.47815
C -2.62007 -2.02511 -2.37307
C -1.58879 -1.39676 0.35359
C -0.34542 -0.74892 0.96375
C 0.43684 -1.45203 2.08340
C 0.07246 -0.69649 3.34930
C 0.63453 0.57149 3.56932
C 0.24495 1.31678 4.68887
C -0.69858 0.78669 5.57340
C -1.23057 -0.48775 5.36376
C -0.85751 -1.23991 4.23985
N 0.33922 -0.28229 -0.28881
C 1.75100 0.18454 -0.31455
C 2.66519 -1.02292 -0.64062
O 3.86689 -1.00377 0.08952
Si 5.20503 -0.80061 -0.94817
C 5.60234 -2.50286 -1.63691
C 6.72623 -0.24089 -0.02992
C 4.90645 0.46903 -2.31472
C -0.71494 0.59238 -0.89606
C -0.35503 1.07274 -2.28016
C -0.18954 2.59498 -2.44728
C 0.54872 3.43062 -1.36318
C 1.90155 3.99147 -1.82677
C 2.36988 5.18357 -0.94449
C 3.81912 5.12948 -0.45739
C 4.11963 4.25193 0.76595
S 5.01296 5.37001 1.93454
C 5.01065 4.66624 3.52199
N 5.46422 3.50318 3.91612
N 5.26639 3.41494 5.27720
C 4.70580 4.54496 5.61625
O 4.49554 5.37187 4.58495
H -4.27537 -0.79312 1.14464
H -5.14078 0.61729 0.31449
H -2.74937 1.59915 0.44762
H -3.82413 1.10333 -2.27708
H -4.94944 0.25094 -4.24214
H -3.24828 -3.45272 -3.80987
H -1.94582 -2.72259 -1.90899
H -1.30849 -2.31879 -0.14963
H -2.28968 -1.56712 1.15698
H -0.73809 0.14234 1.44411
H 0.07661 -2.47375 2.17729
H 1.50828 -1.51665 1.91124
H 1.34820 1.02036 2.89173
H 0.65387 2.30097 4.83523
H -1.00245 1.38311 6.41936
H -1.96540 -0.90620 6.03478
H -1.27590 -2.21268 4.03630
H 0.38739 -1.11468 -0.88457
H 2.08710 0.59988 0.62891
H 1.92067 0.94738 -1.06254
H 2.10904 -1.92693 -0.37936
H 2.86693 -1.01661 -1.71321
H 4.69913 -2.93353 -2.06436
H 6.39770 -2.41746 -2.36876
H 5.89855 -3.11749 -0.79299
H 7.50929 -0.15180 -0.78357
H 7.02596 -0.95392 0.72986
H 6.60326 0.75080 0.39265
H 4.87116 -0.05894 -3.26750
H 5.76454 1.13145 -2.36248
H 3.97822 1.02928 -2.23463
H -0.88090 1.43970 -0.24100
H 0.59212 0.61376 -2.56372
H -1.05889 0.74558 -3.03856
H -1.17062 3.03546 -2.59010
H 0.36537 2.70823 -3.37434
H -0.09812 4.27880 -1.14931
H 0.70905 2.94034 -0.40299
H 1.84062 4.33625 -2.85214
H 2.62958 3.19122 -1.68673
H 1.75478 5.20676 -0.04404
H 2.16708 6.11230 -1.46758
H 4.06696 6.14213 -0.13912
H 4.48777 4.89971 -1.28255
H 4.78916 3.44558 0.49208
H 3.24549 3.83317 1.25486
H 4.40243 4.79050 6.61425
C -7.87243 -6.04131 -0.16163
C -6.99020 -6.43906 -1.34077
O -6.53890 -5.37562 -2.14363
C -5.38769 -4.59689 -1.68432
O -4.36135 -5.30389 -1.31683
C -5.78212 -3.56111 -0.58844
F -7.00395 -2.99636 -0.78674
F -4.88954 -2.53750 -0.63190
F -5.77962 -4.00058 0.68150
H -8.57099 -5.25417 -0.44715
H -8.43654 -6.90829 0.19367
H -7.28298 -5.68125 0.67797
H -7.60223 -7.04900 -2.01354
H -6.15943 -7.07455 -1.01850
H -5.24615 -3.92554 -2.56889
*
```

***

Record 4
Density functional theory data (ωB97M-V with the def2-TZVPD basis set) for a 2-piece molecular cluster, C36H53F3N5O4S2 overall at a distorted geometry.

Computed properties:
HOMO level: -9.873 eV
Frontier orbital gap: 0.2362 hartree
Total energy: -83645.146 eV
Molar mass: 741.0 g mol⁻¹
Max |F|: 1.196 eV/Å

The geometry in ORCA input format:
```
! RIJCOSX wB97M-V def2-TZVPD def2/J DEFGRID3
* xyz 1 1
C 5.85502 -1.33739 0.27287
C 5.48790 -2.68165 0.94538
C 4.27904 -2.60263 1.89603
C 2.96190 -3.20857 1.38915
N 2.11846 -2.23294 0.68805
C 0.68357 -2.58427 0.72171
C 0.17760 -3.53219 -0.37703
C -0.40945 -2.80330 -1.60463
C -1.71285 -3.44973 -2.11469
C -2.75698 -2.52699 -2.70372
C -4.06065 -2.56845 -2.24022
C -4.53020 -3.44887 -1.11207
C -4.41928 -2.70897 0.21975
O -4.94629 -1.40007 0.09568
C -4.18020 -0.44929 0.76193
C -4.65719 0.94991 0.41092
F -3.90649 1.51218 -0.53796
F -4.54772 1.73985 1.49978
F -5.92060 0.98776 0.03009
C -5.04126 -1.73562 -2.83959
O -6.34927 -1.79262 -2.39535
N -7.31587 -2.10961 -3.45149
O -7.02050 -3.04163 -4.06300
C -4.71798 -0.88492 -3.85694
C -3.40583 -0.80475 -4.34178
N -3.14714 0.06534 -5.36480
C -1.90604 0.09634 -5.74717
C -1.51670 1.03185 -6.85995
C -0.60775 2.17192 -6.34148
C -1.26962 2.92049 -5.19885
C -0.61298 3.14453 -3.99092
C -1.23255 3.82660 -2.94328
C -2.53547 4.27315 -3.10436
C -3.19438 4.07209 -4.30888
C -2.57465 3.40451 -5.35170
C -0.90429 -0.73143 -5.17712
N -1.14055 -1.58625 -4.22739
C -2.42399 -1.62656 -3.76493
C 2.57538 -1.88964 -0.59605
S 3.25820 -2.89485 -1.67820
S 2.47203 -0.22357 -1.10095
C 1.36590 0.60940 0.05803
C 2.10485 1.59181 1.00881
C 1.96790 1.17950 2.47171
H 5.81915 -1.43576 -0.80678
H 5.15683 -0.56258 0.57606
H 6.83885 -0.99892 0.58005
H 5.39309 -3.47745 0.21713
H 6.34440 -2.93219 1.56804
H 4.08001 -1.57389 2.18666
H 4.54088 -3.17832 2.78065
H 2.42051 -3.50247 2.28376
H 3.13906 -4.11974 0.81674
H 0.51757 -3.07005 1.67846
H 0.03908 -1.71072 0.72145
H -0.63241 -4.10610 0.07747
H 0.94494 -4.25148 -0.64480
H 0.31521 -2.87597 -2.40605
H -0.50963 -1.73471 -1.42826
H -2.12950 -4.04522 -1.31366
H -1.42939 -4.15368 -2.89626
H -4.00784 -4.39464 -1.06401
H -5.57907 -3.67769 -1.27213
H -3.36288 -2.67400 0.49465
H -5.00238 -3.23440 0.97438
H -3.11948 -0.49698 0.50760
H -4.30153 -0.55118 1.84345
H -5.47698 -0.26785 -4.31080
H -2.40922 1.51631 -7.23263
H -1.02106 0.47337 -7.64758
H 0.35455 1.79192 -6.01549
H -0.47547 2.90365 -7.13462
H 0.40013 2.77521 -3.89227
H -0.70498 4.00094 -2.02234
H -3.04248 4.78347 -2.30057
H -4.20928 4.41389 -4.44149
H -3.07027 3.23787 -6.29379
H 0.10522 -0.67756 -5.56112
H 0.66913 1.15390 -0.56375
H 0.77183 -0.07996 0.63575
H 3.14255 1.60856 0.69411
H 1.69322 2.58354 0.84931
H 1.87988 2.06717 3.09843
H 1.06418 0.60435 2.65337
H 2.80840 0.58810 2.82019
C 2.52626 3.07249 8.44879
C 3.16774 3.93885 7.37578
C 2.97851 3.43077 5.94682
O 3.81268 2.31615 5.71376
C 3.20176 1.02680 5.86139
N 4.65894 3.95458 7.59685
H 3.03989 2.11712 8.56475
H 2.54627 3.57544 9.41704
H 1.48623 2.87455 8.20057
H 2.81327 4.96493 7.46872
H 3.30234 4.20884 5.24859
H 1.92968 3.22101 5.73555
H 2.12980 1.06394 5.66804
H 3.38579 0.62579 6.85997
H 3.66470 0.36030 5.13857
H 4.91791 4.06509 8.57707
H 5.11797 4.68642 7.05077
H 5.02245 3.05777 7.24224
*
```